6
Properties=species:S:1:pos:R:3:forces:R:3:mulliken_charge:R:1 method="wB97M-V/def2-TZVPD" e_lumo_ev="-0.184 / -0.184"
C -0.3052 -0.6786 0.3689 3.04 1.76 2.91 -0.1835
O 1.3088 0.5490 0.3913 -2.55 -4.85 -0.26 -0.5683
Cl 0.0820 -1.9302 1.5327 -0.05 0.41 -0.30 -0.0947
H -1.2130 -0.1958 0.7035 0.33 0.61 -0.46 0.2674
H -0.1488 -1.0512 -0.5748 -0.08 -0.37 -2.17 0.2797
H 1.8169 -0.3377 0.2907 -0.69 2.43 0.28 0.2994


113
Properties=species:S:1:pos:R:3:forces:R:3:mulliken_charge:R:1 method="wB97M-V/def2-TZVPD" total_charge=+1 e_lumo_ev=-3.400
C 2.4699 2.6769 -0.1396 -0.25 -0.27 -0.10 -0.4762
C 3.0284 3.9756 -0.9039 0.31 -0.38 0.30 -0.2859
C 2.3646 5.3603 -0.4466 0.34 0.18 -1.14 -1.1678
C 0.7671 5.4086 -0.5668 -0.42 -0.06 0.45 0.9296
C 0.0387 6.1141 0.7188 0.83 -2.02 -0.11 -0.8120
C -1.0368 5.0539 1.2527 -0.91 0.97 -0.03 1.0045
C -2.1641 5.6488 2.2260 -0.48 -1.64 -0.69 -0.8284
C -3.0844 4.3767 2.6768 -0.38 1.61 0.52 -0.7332
C -3.9848 3.8287 1.4669 -0.69 -0.26 0.86 0.1237
C -3.7502 2.2863 1.0829 0.14 -0.18 -0.61 -0.5592
C -2.2284 1.7890 1.1454 0.02 -1.08 -0.48 0.9017
C -2.0107 0.2938 0.5296 0.70 0.89 0.27 -0.7443
C -2.3886 0.2401 -1.0254 0.43 -0.64 0.41 -1.1063
C -1.5134 1.2166 -1.9507 -0.29 0.53 -0.87 0.7111
C -2.5056 2.1057 -2.8765 0.01 0.25 0.27 -0.7638
C -1.8901 3.5475 -3.2514 1.43 -1.98 -0.92 -0.6225
N -2.9460 4.5917 -3.5500 0.26 0.93 0.02 -0.0527
C -3.7686 4.9919 -2.3459 -0.80 0.01 0.86 0.2656
C -3.8169 6.5618 -2.0708 -2.97 2.40 1.34 0.4043
O -4.9183 7.0599 -1.7519 4.24 -2.13 -1.06 -0.4893
O -2.6489 7.3671 -2.1734 -1.21 -2.24 0.60 -0.4807
H 1.9330 2.9622 0.8397 1.02 -0.46 -1.36 0.2899
H 3.3306 1.9358 0.0556 -1.53 1.28 -0.05 0.2184
H 1.7084 2.0873 -0.7772 1.10 1.06 0.97 -0.0934
H 4.1567 4.0497 -0.6707 -1.71 0.00 -0.44 0.2874
H 2.9352 3.7822 -2.0313 0.07 0.52 1.52 0.2382
H 2.7837 6.1714 -1.1510 -0.47 -1.10 1.24 0.2881
H 2.7465 5.5970 0.6087 -0.83 -0.35 -1.44 0.3596
H 0.3844 5.9493 -1.5093 0.90 -0.77 1.18 0.3891
H 0.3752 4.3220 -0.6445 0.61 1.59 0.22 -0.8373
H -0.4044 7.1256 0.4357 0.57 -1.36 0.62 0.2295
H 0.8608 6.1822 1.5180 -1.39 0.49 -1.09 0.3393
H -1.5895 4.6483 0.3216 0.73 0.49 1.35 -0.8558
H -0.5851 4.1438 1.7817 -0.20 1.41 -0.90 0.2757
H -2.8644 6.3264 1.6049 1.19 -0.66 1.18 0.1732
H -1.7460 6.1708 3.1494 -0.51 -0.58 -1.39 0.3620
H -2.4400 3.5927 3.1934 -0.85 0.92 -0.90 0.3679
H -3.7911 4.7959 3.4887 1.04 -0.83 -1.21 0.3288
H -3.9082 4.5412 0.5580 0.12 -1.19 1.35 -0.4693
H -5.0830 3.9229 1.8148 1.67 -0.14 -0.71 0.4865
H -4.4109 1.5629 1.6960 1.06 1.34 -0.75 0.3620
H -4.1272 2.1671 -0.0064 0.59 0.08 1.63 0.1185
H -1.5642 2.4717 0.5183 -0.89 -0.72 0.97 -0.9672
H -1.7886 1.7401 2.2033 -0.85 0.34 -1.46 0.4871
H -0.8799 0.0902 0.6700 -1.73 0.18 -0.41 0.3157
H -2.5344 -0.5135 1.1583 0.50 1.27 -1.14 0.1564
H -2.2304 -0.8347 -1.3768 -0.33 1.44 0.39 0.3505
H -3.4961 0.4849 -1.1420 1.46 -0.39 0.07 0.4430
H -0.8295 1.9290 -1.3773 -0.97 -1.04 -0.45 -0.6898
H -0.8286 0.6555 -2.6934 -1.07 0.67 1.41 0.4943
H -2.6997 1.4939 -3.8184 0.08 1.07 1.08 0.3761
H -3.5159 2.2573 -2.3541 1.44 -0.25 -0.58 0.3945
H -1.1423 3.9380 -2.4704 -1.48 -0.32 -0.99 0.0681
H -1.3067 3.4092 -4.2338 -0.76 0.42 1.49 0.4518
H -2.4602 5.4465 -3.9023 -0.31 -0.70 0.22 0.4751
H -3.6068 4.3035 -4.2968 0.71 -0.07 0.42 0.4253
H -3.3679 4.4001 -1.4422 -0.53 1.22 -1.25 -0.4403
H -4.8489 4.6540 -2.5274 1.62 0.69 0.39 0.2302
H -2.5414 7.9140 -1.3555 -0.51 -0.35 -0.90 0.3717
C -2.9596 -5.4541 3.0765 -0.47 -0.68 0.01 -0.9478
C -2.4665 -4.1442 2.4266 -1.01 -0.10 0.18 1.0099
C -1.1569 -3.5666 2.9678 0.75 0.21 -0.09 0.2193
F -1.2056 -3.2848 4.2817 -0.10 -0.03 -0.10 -0.2271
F -0.8627 -2.3972 2.3400 -0.20 0.00 -0.30 -0.1967
F -3.4655 -3.2269 2.4788 0.30 0.10 0.04 -0.2961
F -2.2778 -4.4072 1.0958 0.41 -0.05 0.26 -0.3300
O -3.9371 -5.3446 4.1260 0.81 1.03 0.64 -0.4565
C -3.4706 -5.0614 5.4283 0.15 -1.44 -1.28 0.8024
C -3.9016 -3.6761 5.9298 -0.32 0.62 0.34 0.1460
F -3.5284 -2.6906 5.0859 -0.06 -0.22 -0.09 -0.1878
F -3.3325 -3.4002 7.1278 0.04 -0.40 -0.10 -0.2577
F -2.1373 -5.2516 5.4744 -0.12 0.28 0.43 -0.2711
F -4.0062 -6.0076 6.2321 -0.16 0.53 0.05 -0.2945
H -3.4841 -6.0013 2.2875 -0.05 0.29 0.06 0.5188
H -2.1382 -6.1073 3.3613 -0.21 0.47 0.23 0.6133
H -0.3251 -4.2561 2.7965 -0.15 -0.11 -0.08 0.0696
H -4.9865 -3.6256 6.0416 -0.01 -0.25 -0.04 0.2360
C 4.5125 0.8005 -4.3495 -0.27 0.20 -0.79 -0.8967
C 4.2334 0.4265 -2.8782 -0.10 -0.90 -0.66 1.0196
C 5.2602 0.9095 -1.8510 0.25 0.32 0.75 0.1583
F 6.4992 0.4441 -2.0822 -0.17 -0.01 -0.11 -0.2249
F 4.9212 0.4816 -0.6078 -0.29 -0.11 -0.15 -0.2798
F 4.0469 -0.9131 -2.7952 0.16 0.26 0.18 -0.2916
F 3.0249 0.9880 -2.5489 0.40 0.26 -0.03 -0.2561
O 5.1635 -0.1773 -5.1760 0.88 -0.05 1.08 -0.4127
C 6.5725 -0.2636 -5.1029 -1.09 1.23 -0.57 0.7678
C 7.0603 -1.5823 -4.4868 0.31 -0.77 0.22 0.2104
F 6.5248 -1.8020 -3.2678 -0.16 0.16 -0.19 -0.2067
F 8.4045 -1.5684 -4.3262 -0.16 0.34 -0.27 -0.2507
F 7.0520 0.8264 -4.4730 0.34 -0.35 -0.01 -0.2766
F 7.0187 -0.1797 -6.3760 0.01 -0.46 0.30 -0.2910
H 3.5312 0.9218 -4.8175 0.07 -0.24 0.16 0.4533
H 4.9845 1.7825 -4.4427 0.16 -0.19 0.25 0.3492
H 5.3038 2.0029 -1.8275 -0.15 0.01 -0.14 0.1630
H 6.7959 -2.4284 -5.1243 -0.07 0.16 -0.19 0.2382
C 2.5148 -6.6033 1.1677 0.01 0.81 0.26 -0.6907
C 3.4646 -7.7193 0.6834 0.05 -0.09 1.06 0.8414
C 3.0087 -8.5187 -0.5396 0.31 -0.45 -0.80 0.1120
F 1.8315 -9.1442 -0.3550 -0.01 0.12 0.14 -0.2064
F 3.9106 -9.4877 -0.8317 0.17 0.28 0.22 -0.2746
F 3.7444 -8.5363 1.7273 -0.16 -0.04 -0.31 -0.2660
F 4.6492 -7.1177 0.3589 -0.41 0.02 -0.37 -0.3295
O 1.6117 -6.9135 2.2443 -0.61 -1.12 -0.69 -0.3968
C 0.4060 -7.5715 1.9198 1.29 1.36 -0.63 0.6770
C 0.3348 -9.0025 2.4711 -0.02 -0.82 0.42 0.2602
F 1.3823 -9.7509 2.0748 -0.04 0.37 0.03 -0.2246
F -0.7829 -9.6300 2.0323 -0.07 0.48 -0.08 -0.2535
F 0.2091 -7.5038 0.5903 -0.42 -0.33 0.28 -0.2856
F -0.5866 -6.8309 2.4782 0.32 -0.52 0.08 -0.4194
H 3.1589 -5.8251 1.5873 0.02 -0.30 0.09 0.4480
H 1.9971 -6.1138 0.3385 -0.02 -0.35 -0.02 0.3240
H 2.9187 -7.8712 -1.4172 0.05 0.15 0.11 0.2816
H 0.3235 -8.9967 3.5631 -0.04 0.25 0.01 0.2607


51
Properties=species:S:1:pos:R:3:forces:R:3:mulliken_spin:R:1 method="wB97M-V/def2-TZVPD" total_charge=-2 multiplicity=7 e_lumo_ev="3.647 / 3.647"
Tb -0.4779 -1.1723 0.0532 1.09 -0.12 0.14 5.9650
O 0.4823 -0.3528 6.4977 0.53 -0.44 -0.70 0.0001
C 0.3686 -0.5393 5.1359 -1.12 0.30 0.38 0.0006
C 1.2941 -1.1761 4.3471 1.31 0.19 0.97 -0.0012
C 1.1266 -1.1514 2.9692 0.55 -0.76 1.70 0.0020
N 0.0111 -0.7281 2.4812 -1.42 1.06 -1.23 0.0087
C -0.9689 -0.1887 3.2261 0.36 -0.32 0.01 -0.0006
C -0.8222 -0.0615 4.5844 0.67 0.13 -0.19 -0.0006
C -2.2335 0.0873 2.4292 -0.70 -0.51 0.68 -0.0038
O -3.2341 0.5148 2.9738 -0.05 0.64 0.67 0.0001
O -2.1705 -0.3369 1.2423 0.33 0.20 -1.33 0.0137
C 2.1353 -1.7827 2.0253 -1.86 0.59 -0.25 0.0072
O 3.1475 -2.1997 2.5167 1.85 -0.71 0.36 -0.0014
O 1.6873 -1.8335 0.8402 0.15 0.13 -0.70 0.0154
H 1.3570 -0.6856 6.7239 0.04 0.02 0.32 0.0000
H 2.1915 -1.5993 4.8171 -0.24 0.13 -0.50 -0.0001
H -1.5096 0.4213 5.2428 -0.64 0.15 0.00 -0.0003
N 0.2936 3.1463 1.5328 -0.14 0.56 0.17 -0.0003
C 0.2966 3.6994 0.2726 0.71 -0.49 -0.33 0.0001
C 0.1386 5.0358 0.1095 -0.23 0.23 -1.77 -0.0002
C 0.1849 5.5655 -1.2037 0.07 -0.45 0.15 0.0000
C 0.3783 4.7885 -2.3243 -0.12 0.97 1.05 -0.0001
C 0.5467 3.4248 -2.1382 0.31 -0.83 -0.59 0.0004
C 0.7509 2.5581 -3.2471 0.54 0.80 -0.61 -0.0003
C 1.0949 1.2972 -2.9933 0.57 -0.74 0.53 -0.0011
C 1.1586 0.8074 -1.6584 -1.23 0.91 0.18 -0.0041
N 0.7708 1.5082 -0.5973 0.94 0.14 -1.20 0.0064
C 0.5809 2.8692 -0.8534 -0.84 -0.84 0.73 -0.0057
H -0.4059 3.6087 2.0974 0.07 -0.51 0.29 -0.0001
H 0.2071 2.1613 1.4343 -0.23 -0.96 0.52 0.0005
H -0.0968 5.6389 0.9559 0.02 0.55 0.43 0.0000
H 0.0756 6.6105 -1.2930 -0.15 1.15 -0.26 0.0000
H 0.4568 5.1790 -3.3266 -0.16 0.25 -0.03 0.0000
H 0.8044 2.8948 -4.3033 -0.46 0.07 0.89 -0.0001
H 1.3753 0.5920 -3.7530 -0.09 0.12 -0.25 0.0005
H 1.4373 -0.2456 -1.6236 0.08 -0.05 0.52 0.0105
N 0.5124 -3.4158 -0.9604 1.52 -0.15 1.44 -0.0010
N -0.4891 -4.1709 -1.5385 -1.28 -0.74 -0.86 0.0005
C -1.7159 -4.0127 -1.0109 1.10 -0.30 -0.04 0.0036
N -2.6942 -4.4748 -1.7766 -0.50 -0.38 1.03 -0.0016
S -1.9889 -3.3964 0.5529 -0.38 -0.41 0.23 -0.0123
H 1.1427 -3.1307 -1.6989 0.32 0.51 -0.65 0.0010
H 1.1272 -3.9636 -0.2964 -1.15 0.56 -0.84 -0.0007
H -0.4859 -4.3267 -2.6228 0.39 0.36 1.41 0.0001
H -2.4605 -4.5348 -2.7302 0.20 -0.12 -1.79 -0.0001
H -3.6042 -4.1431 -1.5712 -0.68 0.23 0.27 0.0000
Se 1.9258 -1.6537 -3.6173 0.30 -1.37 -0.56 -0.0002
Sb -0.3804 -1.8151 -4.5358 0.68 1.23 1.22 -0.0046
Se -1.6363 -1.0163 -2.3908 -0.48 0.07 -1.03 0.0091
Se -0.7723 -0.1516 -6.2448 -0.13 -0.18 -0.12 -0.0030
Se -0.9138 -4.1492 -4.7515 -0.42 -0.86 -0.51 -0.0020


52
Properties=species:S:1:pos:R:3:forces:R:3:mulliken_spin:R:1 method="wB97M-V/def2-TZVPD" total_charge=+1 multiplicity=2 e_lumo_ev="-3.212 / -4.884"
K 1.4778 -0.5517 -0.3852 0.19 -0.67 0.23 0.0329
C -3.6798 1.0041 -3.0817 0.13 0.01 0.02 -0.0008
N -2.2511 0.7620 -2.8953 -0.18 -0.01 -0.01 0.0001
C -1.2906 1.1171 -3.8011 -0.04 -0.01 0.02 0.0015
C -0.0954 0.8029 -3.2266 -0.01 0.01 0.09 0.0019
N -0.3029 0.2670 -1.9815 -0.42 0.32 -0.59 0.0214
C -1.6170 0.2464 -1.8051 -0.02 0.08 -0.02 0.0172
P -2.5335 -0.4654 -0.3966 0.06 -0.07 0.01 -0.0144
C -1.7980 -2.1334 -0.3873 0.00 -0.10 0.00 0.0033
N -0.5097 -2.4181 -0.3508 -0.04 -0.46 0.01 0.0007
C -0.4275 -3.7856 -0.3505 0.04 0.14 0.00 0.0002
C -1.6798 -4.3299 -0.3860 -0.02 0.04 -0.01 -0.0002
N -2.5480 -3.2759 -0.4094 -0.13 0.10 -0.01 0.0001
C -4.0038 -3.3781 -0.4596 0.11 0.00 0.01 0.0000
C -1.6561 0.2281 1.0482 0.00 0.04 0.00 0.0139
N -0.3442 0.3367 1.2220 -0.37 0.35 0.52 0.0360
C -0.1751 0.8419 2.4886 0.00 -0.03 -0.09 0.0056
C -1.3869 1.0419 3.0762 -0.05 -0.01 -0.04 -0.0009
N -2.3224 0.6539 2.1560 -0.12 -0.03 0.00 0.0028
C -3.7645 0.7515 2.3663 0.11 -0.01 0.00 -0.0009
H -3.9839 0.6492 -4.0627 0.01 -0.02 -0.03 0.0000
H -3.8896 2.0682 -2.9977 0.02 0.04 0.01 0.0010
H -4.2441 0.4749 -2.3218 0.01 -0.04 0.04 0.0000
H -1.5365 1.5579 -4.7536 -0.01 -0.03 0.07 0.0001
H 0.8956 0.9463 -3.6278 -0.05 0.01 0.01 -0.0004
H 0.5192 -4.3023 -0.3242 -0.05 0.02 0.00 0.0002
H -2.0182 -5.3532 -0.3957 0.00 0.07 0.00 -0.0002
H -4.2768 -4.4288 -0.4454 0.02 -0.02 0.00 0.0000
H -4.3918 -2.9293 -1.3708 0.02 0.02 -0.04 0.0000
H -4.4549 -2.8888 0.3998 0.01 0.02 0.04 0.0000
H 0.8010 1.0452 2.9003 -0.05 -0.01 -0.03 -0.0007
H -1.6605 1.4256 4.0455 -0.01 -0.02 -0.06 0.0004
H -4.0823 0.0527 3.1374 0.02 -0.02 0.01 0.0002
H -4.2839 0.5248 1.4414 0.01 -0.01 -0.04 -0.0001
H -4.0173 1.7646 2.6691 0.02 0.03 0.00 0.0010
Se 5.1280 -0.7016 -1.8754 -0.03 -0.16 -0.37 0.0001
N 3.9766 -0.0902 -0.6738 0.63 0.24 0.10 0.0006
C 4.6924 0.3131 0.3667 0.13 0.02 -0.06 -0.0046
C 4.1611 0.9053 1.5581 0.03 -0.02 -0.05 -0.0004
C 5.0198 1.2687 2.5387 0.00 0.01 0.02 0.0059
C 6.4396 1.0792 2.4171 0.01 0.01 0.01 0.0001
C 6.9918 0.5368 1.3086 -0.01 0.01 0.02 -0.0001
C 6.1278 0.1377 0.2386 -0.03 0.02 0.07 -0.0003
N 6.5479 -0.3948 -0.8947 0.03 0.09 0.20 0.0000
H 3.0963 1.0835 1.6546 0.01 -0.01 -0.02 0.0001
H 4.6335 1.7266 3.4409 0.03 -0.01 -0.02 0.0001
H 7.0762 1.3899 3.2348 -0.03 0.00 0.01 -0.0001
H 8.0600 0.3999 1.2044 -0.05 -0.01 -0.02 0.0000
Cl 0.8787 3.9212 1.3737 0.07 -0.14 -0.05 0.1305
Ge 0.0683 2.8541 -0.3331 -0.28 0.55 0.00 0.5142
Cl -2.0867 3.2563 -0.2353 0.19 -0.18 -0.02 0.0970
Cl 0.7211 3.9918 -2.0587 0.05 -0.14 0.05 0.1345


47
Properties=species:S:1:pos:R:3:forces:R:3:mulliken_charge:R:1 method="wB97M-V/def2-TZVPD" total_charge=-2 e_lumo_ev=4.284
Pd 0.0975 -0.3337 -0.5843 -0.36 0.63 0.24 -0.6651
Cl 1.3537 -2.8246 -1.6989 0.29 -0.58 -0.32 -0.6919
C 1.7974 -0.5107 0.5038 -0.08 -0.17 -0.16 -0.9202
Cl 1.6879 0.7228 1.8517 0.16 0.36 0.55 -0.3344
H 2.7417 -0.2880 0.0108 -0.13 0.01 -0.12 0.4857
H 1.8967 -1.4606 1.0262 -0.09 -0.03 -0.12 0.3263
O -3.8162 1.3960 -1.8135 0.02 0.01 0.05 -0.7605
C -2.7674 0.8176 -1.6436 0.08 -0.12 -0.12 0.4663
N -1.7575 0.2186 -1.5182 -0.02 0.06 0.02 -0.6946
Br 3.1995 3.2218 -5.3449 -0.10 -0.02 0.08 -0.3055
C 2.2715 2.3069 -3.9161 0.14 0.10 -0.17 0.2705
C 1.6780 1.0852 -4.1751 -0.05 -0.02 0.05 -0.7025
C 1.0618 0.4193 -3.1244 0.08 0.18 -0.05 0.2439
C 1.0459 0.9269 -1.8130 0.27 0.01 -0.39 -0.5013
C 1.6350 2.1764 -1.6222 -0.07 -0.07 0.17 0.2525
C 2.2458 2.8767 -2.6621 0.03 0.07 -0.03 -0.4383
H 1.6937 0.6587 -5.1700 0.03 0.01 -0.01 0.3700
H 0.5843 -0.5318 -3.3264 0.10 -0.05 0.02 0.3026
H 1.6267 2.6337 -0.6376 0.02 -0.06 0.03 0.3149
H 2.6949 3.8491 -2.4984 0.02 -0.03 0.04 0.3659
C -2.0101 -2.8271 -1.1092 -0.06 0.15 0.04 -1.5333
P -1.3165 -1.9217 0.3331 -0.61 -0.60 -0.12 1.4496
C -1.1630 -3.4491 1.3686 0.13 0.18 0.12 0.4637
C -0.1407 -4.3419 1.0368 0.07 0.04 0.06 -0.2417
C -0.0761 -5.5853 1.6478 -0.07 -0.05 0.00 -0.6468
C -1.0368 -5.9623 2.5779 0.03 -0.04 0.10 -0.4046
C -2.0372 -5.0699 2.9312 -0.06 0.00 0.00 -0.6027
C -2.0953 -3.8157 2.3368 0.08 0.01 -0.01 -0.3649
C -2.7978 -1.1513 1.0966 0.09 0.10 0.02 -0.1352
C -2.5708 -0.2299 2.1181 0.07 -0.08 0.05 -0.2950
C -3.6295 0.3914 2.7621 -0.03 0.01 0.01 -0.6038
C -4.9334 0.1224 2.3690 -0.06 0.01 0.01 -0.4044
C -5.1687 -0.7635 1.3284 -0.04 0.01 0.00 -0.6179
C -4.1072 -1.3935 0.6950 0.05 -0.07 0.02 0.1996
H -2.7107 -3.6072 -0.8037 -0.02 0.03 0.01 0.4773
H -1.1469 -3.2639 -1.6128 0.02 -0.02 -0.01 0.4068
H -2.4742 -2.1011 -1.7743 -0.01 -0.02 -0.03 0.3761
H 0.5796 -4.0542 0.2735 0.03 0.00 -0.03 0.1177
H 0.7156 -6.2762 1.3821 0.01 0.03 -0.04 0.4014
H -1.0062 -6.9475 3.0307 0.03 0.01 0.01 0.3241
H -2.7927 -5.3548 3.6557 0.03 0.01 0.03 0.3653
H -2.8813 -3.1253 2.6148 -0.04 -0.03 0.00 0.2665
H -1.5460 0.0033 2.3904 -0.01 0.03 0.01 0.2959
H -3.4406 1.0983 3.5616 0.03 0.01 -0.03 0.3613
H -5.7645 0.6210 2.8550 0.01 0.00 0.01 0.3156
H -6.1830 -0.9591 0.9999 0.01 0.03 -0.02 0.3468
H -4.3005 -2.0675 -0.1294 0.00 -0.02 0.01 0.2984


22
Properties=species:S:1:pos:R:3:forces:R:3:mulliken_charge:R:1 method="wB97M-V/def2-TZVPD" e_lumo_ev=1.069
C -1.5789 2.1135 -0.6848 1.95 1.64 -0.56 -0.3697
C -0.6014 1.3412 0.2195 0.71 0.11 -2.52 -0.8672
C -1.8808 1.6965 -2.1367 0.75 -0.91 -1.14 -0.9446
H -1.1979 3.1786 -0.8593 -0.33 -1.29 0.87 0.2375
H -2.4539 2.1927 -0.1067 -1.52 0.38 0.33 0.3409
H -0.1029 1.9466 0.9605 0.06 0.34 0.14 0.3193
H -1.0917 0.5440 0.7062 -0.66 -0.74 0.50 0.2654
H -1.8969 2.6502 -2.6942 -0.63 -0.72 -0.11 0.2753
H -2.7763 1.0826 -2.2850 -0.27 0.59 0.24 0.2841
H 0.1562 0.8770 -0.4548 -0.25 0.41 0.74 0.1573
H -1.1485 1.0575 -2.7334 -0.12 0.83 1.32 0.2723
C 0.8229 -1.3522 0.7003 1.05 -0.44 4.13 0.1663
C 0.7326 -2.8849 0.9595 1.99 -0.45 -2.88 -1.2391
C 2.2921 -0.7187 1.0781 -2.57 -5.32 2.71 -1.3823
H 0.7724 -1.0971 -0.3031 -0.86 0.03 -1.91 0.3040
H -0.1284 -0.9039 1.3202 2.91 -0.78 -1.60 0.0049
H 1.6282 -3.5653 0.8263 0.14 1.50 0.93 0.2925
H 0.3070 -3.3435 0.0827 -1.48 0.02 -0.30 0.3394
H 2.3505 -0.4792 2.1180 0.09 -0.31 0.98 0.3375
H 3.1887 -1.2718 0.8053 -0.42 -0.67 -0.13 0.3766
H 0.2296 -3.2045 1.8113 -0.93 -0.25 1.51 0.3311
H 2.3774 0.1408 0.6702 0.39 6.02 -3.25 0.4983


Energy relative to the best compared isomer or geometry (same formula, charge and spin) list, top to bottom, in kJ/mol: 265.0, 418.2, 0.0, 20.5, 0.0, 238.3